No. 1
{
  "formula": "CH7N5",
  "method": "the ωB97M-V functional and the def2-TZVPD basis",
  "elements": ["N", "N", "N", "N", "C", "N", "H", "H", "H", "H", "H", "H", "H"],
  "xyz": [[-0.826, 0.557, 0.418], [-0.466, -0.753, 0.905], [0.170, 0.550, -0.705], [-0.392, 1.583, 1.306], [0.350, -0.942, -0.873], [1.580, -1.275, -1.040], [-1.350, -1.264, 0.934], [-1.223, 2.037, 1.666], [-0.154, 1.064, -1.525], [1.072, 0.928, -0.391], [0.091, 1.113, 2.073], [1.665, -2.222, -1.396], [-0.517, -1.377, -1.371]],
  "total_energy_ev": -8595.9458,
  "homo_energy_ev": -7.8,
  "e_above_lowest_kj_mol": 340.8
}

=====

No. 2
{
  "formula": "CH7N5S",
  "method": "the ωB97M-V functional and the def2-TZVPD basis",
  "elements": ["C", "N", "N", "N", "N", "N", "S", "H", "H", "H", "H", "H", "H", "H"],
  "xyz": [[-1.101, -10.404, 5.735], [-1.163, -9.261, 5.626], [1.284, 6.246, -4.242], [1.027, 8.303, -4.974], [-1.202, -7.986, 5.609], [0.596, 7.166, -4.677], [0.487, 4.824, -3.845], [-1.004, -11.496, 5.968], [2.050, 8.633, -4.761], [0.367, 9.082, -5.174], [-1.814, -7.538, 4.821], [-0.331, -7.480, 5.811], [-0.690, 5.412, -3.119], [1.494, 4.499, -2.779]],
  "charge": 2,
  "total_energy_ev": -19414.2382,
  "homo_energy_ev": -15.6,
  "e_above_lowest_kj_mol": 56.7
}

=====

No. 3
{
  "formula": "CH7N6",
  "method": "the ωB97M-V functional and the def2-TZVPD basis",
  "elements": ["C", "N", "N", "N", "N", "N", "N", "H", "H", "H", "H", "H", "H", "H"],
  "xyz": [[-0.411, -0.559, 0.644], [-1.226, -1.641, 0.687], [-1.144, 1.167, -2.918], [-0.269, 1.662, -2.482], [-0.416, 0.523, 1.464], [0.403, -0.693, -0.341], [1.494, 0.274, -0.407], [-0.871, -2.382, 0.160], [2.151, 0.232, 0.401], [-1.360, 0.824, 1.919], [0.230, 1.221, 1.176], [1.165, 1.329, -0.593], [1.946, -0.057, -1.259], [-1.692, -1.901, 1.550]],
  "charge": 1,
  "total_energy_ev": -10084.4029,
  "homo_energy_ev": -14.1,
  "e_above_lowest_kj_mol": 0.0
}

=====

No. 4
{
  "formula": "CH7NO",
  "method": "the ωB97M-V functional and the def2-TZVPD basis",
  "elements": ["N", "H", "H", "H", "H", "C", "O", "H", "H", "H"],
  "xyz": [[-0.893, -2.016, -0.563], [-1.174, -2.557, 0.258], [7.254, 0.136, -0.830], [7.526, 0.012, -1.516], [-0.905, -0.992, -0.237], [-2.381, 1.088, 0.581], [-1.144, 0.495, 0.498], [-2.400, 1.838, 1.399], [-2.655, 1.609, -0.365], [-3.229, 0.389, 0.776]],
  "charge": -1,
  "spin_multiplicity": 2,
  "total_energy_ev": -4684.7336,
  "homo_energy_ev": [-2.5, -2.4],
  "e_above_lowest_kj_mol": 171.6
}

=====

No. 5
{
  "formula": "CH7NO2",
  "method": "the ωB97M-V functional and the def2-TZVPD basis",
  "elements": ["C", "N", "H", "H", "H", "O", "H", "H", "O", "H", "H"],
  "xyz": [[0.211, 1.922, -0.232], [-0.893, 2.479, 0.039], [0.224, 0.846, -0.094], [1.051, 2.415, -0.720], [-0.813, 3.495, -0.027], [-1.116, -0.932, -0.285], [-1.240, -0.532, 0.588], [-1.622, -0.272, -0.794], [1.627, -2.764, 0.601], [2.213, -2.396, -0.075], [1.040, -3.313, 0.063]],
  "smiles": "C=N.O.O",
  "total_energy_ev": -6734.5596,
  "homo_energy_ev": -10.3,
  "e_above_lowest_kj_mol": 75.6
}

=====

No. 6
{
  "formula": "CH7NO2",
  "method": "the ωB97M-V functional and the def2-TZVPD basis",
  "elements": ["N", "C", "O", "H", "H", "H", "H", "H", "O", "H", "H"],
  "xyz": [[0.243, -0.059, -1.003], [-0.161, 0.870, 0.053], [-1.556, 1.099, 0.126], [0.416, 0.450, -1.864], [-0.514, -0.688, -1.257], [0.355, 1.789, -0.149], [0.170, 0.516, 1.020], [-1.792, 1.733, -0.556], [0.742, -2.205, 1.313], [1.520, -1.875, 1.761], [0.576, -1.631, 0.555]],
  "smiles": "NCO.O",
  "total_energy_ev": -6735.2993,
  "homo_energy_ev": -10.2,
  "e_above_lowest_kj_mol": 4.3
}

=====

No. 7
{
  "formula": "CH7NO2",
  "method": "the ωB97M-V functional and the def2-TZVPD basis",
  "elements": ["C", "N", "H", "H", "H", "H", "H", "O", "H", "H", "O"],
  "xyz": [[2.246, -0.865, 0.004], [1.973, -0.322, -1.185], [1.361, -1.355, 0.365], [3.216, -0.718, 0.517], [2.708, 0.389, -1.524], [-1.158, 0.594, -0.374], [-0.484, -0.238, -1.432], [-1.368, 0.084, -1.094], [-2.604, 0.405, 2.194], [-3.391, 1.024, 1.035], [-2.499, 1.004, 1.492]],
  "charge": 1,
  "spin_multiplicity": 2,
  "total_energy_ev": -6723.5544,
  "homo_energy_ev": [-15.0, -14.8],
  "e_above_lowest_kj_mol": 191.8
}

=====

No. 8
{
  "formula": "CH7NOS",
  "method": "the ωB97M-V functional and the def2-TZVPD basis",
  "elements": ["S", "H", "H", "N", "C", "O", "H", "H", "H", "H", "H"],
  "xyz": [[1.388, 1.742, 2.290], [1.770, 0.544, 2.140], [1.699, 2.193, 0.994], [-1.441, -1.909, -2.319], [-1.418, -0.856, -1.332], [0.022, -0.636, -0.901], [-1.650, -2.775, -1.802], [-2.097, -1.787, -3.087], [-1.667, 0.036, -1.797], [-2.169, -1.012, -0.469], [0.325, -1.487, -1.194]],
  "charge": -1,
  "spin_multiplicity": 2,
  "total_energy_ev": -15521.0282,
  "homo_energy_ev": [1.3, -5.8],
  "e_above_lowest_kj_mol": 98.0
}

=====

No. 9
{
  "formula": "CH7NOS",
  "method": "the ωB97M-V functional and the def2-TZVPD basis",
  "elements": ["N", "C", "O", "H", "H", "H", "H", "H", "S", "H", "H"],
  "xyz": [[1.499, 0.387, -0.949], [1.030, -0.847, -1.446], [0.954, -0.861, -2.878], [0.824, 0.864, -0.383], [2.383, 0.833, -1.098], [0.026, -0.996, -1.027], [1.609, -1.746, -1.224], [0.303, -0.190, -3.117], [-1.717, 0.547, 2.575], [-0.683, 0.533, 1.711], [-1.176, 1.676, 3.068]],
  "smiles": "NCO.S",
  "total_energy_ev": -15522.6718,
  "homo_energy_ev": -9.5,
  "e_above_lowest_kj_mol": 28.0
}

=====

No. 10
{
  "formula": "CH7NOS2",
  "method": "the ωB97M-V functional and the def2-TZVPD basis",
  "elements": ["N", "C", "O", "H", "H", "H", "H", "H", "S", "S", "H", "H"],
  "xyz": [[0.250, -1.568, 0.870], [0.957, -0.407, 1.184], [0.609, 0.199, 2.447], [0.330, -2.318, 1.546], [-0.667, -1.452, 0.450], [2.032, -0.565, 1.329], [1.001, 0.358, 0.404], [-0.304, 0.575, 2.439], [-0.973, 2.121, -3.429], [-1.037, 0.192, -2.730], [-0.065, 2.605, -2.549], [-2.132, 0.260, -1.961]],
  "smiles": "NCO.SS",
  "total_energy_ev": -26358.0436,
  "homo_energy_ev": -9.6,
  "e_above_lowest_kj_mol": 22.2
}

=====

No. 11
{
  "formula": "CH7NOSi2",
  "method": "the ωB97M-V functional and the def2-TZVPD basis",
  "elements": ["O", "C", "Si", "N", "Si", "H", "H", "H", "H", "H", "H", "H"],
  "xyz": [[-1.915, -0.133, -0.586], [-1.763, 0.088, 0.588], [-0.142, -0.098, 1.389], [1.011, 0.059, 0.163], [0.848, -0.026, -1.634], [-2.764, 0.233, 1.182], [0.173, 1.153, 2.315], [-0.239, -1.497, 2.395], [1.936, 0.065, 0.463], [2.215, 0.269, -2.313], [0.472, -1.352, -2.106], [0.168, 1.237, -1.856]],
  "smiles": "O=C[SiH2]N[SiH3]",
  "total_energy_ev": -20442.1599,
  "homo_energy_ev": -9.7,
  "e_above_lowest_kj_mol": 69.7
}

=====

No. 12
{
  "formula": "CH7NP2",
  "method": "the ωB97M-V functional and the def2-TZVPD basis",
  "elements": ["C", "N", "P", "P", "H", "H", "H", "H", "H", "H", "H"],
  "xyz": [[1.742, 0.981, 0.002], [0.474, 0.353, -0.293], [-2.198, -0.921, -0.473], [-0.562, -0.440, 0.797], [1.617, 1.702, 0.877], [2.514, 0.206, 0.152], [2.201, 1.788, -0.674], [0.261, 0.127, -1.254], [-3.175, 0.118, 0.017], [-2.827, -1.718, 0.435], [-0.048, -2.196, 0.415]],
  "total_energy_ev": -21215.8073,
  "homo_energy_ev": -8.6,
  "e_above_lowest_kj_mol": 158.1
}